Record 1
This record from the OMol25 dataset describes one molecule with the formula C5H3FN2. The level of theory is the ωB97M-V functional and the def2-TZVPD basis.

Geometry as XYZ:
```
11
Properties=species:S:1:pos:R:3
N -3.12 -0.09 -0.22
C -2.00 0.06 0.01
C -0.65 0.04 0.27
C 0.34 1.14 0.17
N 0.95 2.16 0.00
C -0.06 -1.15 0.11
C 1.40 -1.37 0.09
F 2.05 -0.09 -0.28
H -0.83 -2.07 0.02
H 1.44 -2.14 -0.78
H 1.97 -1.78 0.93
```

Relative energy (zero: lowest compared OMol25 entry of this formula, charge and spin) ... 180.3 kJ/mol
Highest occupied orbital energy ... -10.7 eV
Spin multiplicity ... 1
Lowest unoccupied orbital energy ... -0.0301 Ha
Structure (SMILES) ... N#CC(C#N)=CCF



Record 2
This record from the OMol25 dataset describes a 2-piece molecular cluster, C2H8N4O overall. The level of theory is the ωB97M-V functional and the def2-TZVPD basis.

Geometry as XYZ:
```
15
Properties=species:S:1:pos:R:3
H -1.90 0.28 -0.19
N -2.26 -0.14 0.67
C -1.38 -0.32 1.55
N -0.03 0.03 1.51
N 0.92 -0.82 1.51
H 0.60 -1.78 1.28
H -1.66 -0.81 2.49
N -0.09 0.24 -1.84
C 0.81 0.87 -0.92
O 1.96 0.18 -0.65
H -0.03 0.60 -2.78
H 0.00 -0.77 -1.82
H 1.00 1.91 -1.20
H 0.24 0.89 0.16
H 1.82 -0.35 0.23
```

Relative energy (zero: lowest compared OMol25 entry of this formula, charge and spin) ... 436.3 kJ/mol
Highest occupied orbital energy ... -9.2 eV
Spin multiplicity ... 1
Lowest unoccupied orbital energy ... -0.0276 Ha
Structure (SMILES) ... [H]/N=C\N=N/[H].NCO



Record 3
This record from the OMol25 dataset describes C26H49IN3O11PTa as an isolated structure. The level of theory is the ωB97M-V functional and the def2-TZVPD basis.

Geometry as XYZ:
```
92
Properties=species:S:1:pos:R:3
C -2.80 0.44 -4.01
C -2.66 1.43 -5.17
C -1.67 2.53 -4.87
O -1.91 3.71 -4.94
O -0.51 2.01 -4.51
C 0.68 2.88 -4.48
C 1.90 2.02 -4.29
Ta 3.77 3.14 -3.65
C 4.47 1.66 -2.09
C 5.33 0.49 -2.62
C 5.43 -0.73 -1.70
C 5.93 -0.48 -0.28
N 5.01 0.22 0.62
C 3.86 -0.40 1.09
N 3.01 -0.92 0.29
N 3.72 -0.33 2.52
P 5.52 4.97 -2.93
O 5.14 5.20 -1.34
I 4.91 7.11 -4.05
H -2.05 -0.35 -4.08
H -3.80 -0.01 -3.99
H -2.62 0.94 -3.05
H -3.60 1.93 -5.39
H -2.28 0.91 -6.05
H 0.72 3.42 -5.43
H 0.55 3.62 -3.68
H 2.13 1.52 -5.24
H 1.70 1.25 -3.53
H 2.74 4.01 -2.35
H 3.14 4.40 -4.85
H 4.91 2.53 -4.99
H 3.62 1.26 -1.53
H 5.06 2.22 -1.36
H 4.90 0.12 -3.56
H 6.34 0.83 -2.87
H 4.47 -1.26 -1.67
H 6.15 -1.43 -2.15
H 6.27 -1.42 0.17
H 6.82 0.16 -0.36
H 5.49 0.63 1.40
H 2.24 -1.32 0.82
H 3.19 0.51 2.74
H 3.11 -1.09 2.78
H 4.17 5.26 -1.24
O 1.70 -2.19 3.74
C 0.56 -2.45 3.46
O 0.11 -3.70 3.37
C -1.26 -3.71 2.87
C -1.80 -2.32 3.19
C -0.54 -1.47 3.10
H -1.22 -3.90 1.80
H -1.80 -4.51 3.36
H -2.59 -2.02 2.52
H -2.19 -2.30 4.21
H -0.35 -1.12 2.08
H -0.52 -0.61 3.77
O -4.42 -3.74 2.43
C -5.17 -2.84 2.18
O -4.74 -1.73 1.55
C -5.80 -0.76 1.45
C -7.09 -1.56 1.57
C -6.65 -2.71 2.49
H -5.68 -0.04 2.26
H -5.68 -0.24 0.50
H -7.92 -0.97 1.95
H -7.36 -1.96 0.59
H -6.75 -2.46 3.55
H -7.16 -3.65 2.29
O 4.72 0.14 8.97
C 4.38 -0.53 8.05
O 3.13 -0.46 7.52
C 2.96 -1.45 6.49
C 4.36 -1.79 6.02
C 5.18 -1.58 7.29
H 2.45 -2.31 6.93
H 2.34 -1.04 5.71
H 4.44 -2.79 5.59
H 4.67 -1.07 5.25
H 5.21 -2.48 7.91
H 6.19 -1.23 7.12
O -6.09 -1.60 -1.60
C -6.25 -0.59 -2.22
O -5.52 0.52 -1.97
C -5.96 1.61 -2.79
C -6.66 0.96 -3.98
C -7.23 -0.31 -3.35
H -6.64 2.23 -2.20
H -5.09 2.20 -3.06
H -7.40 1.60 -4.44
H -5.92 0.69 -4.74
H -8.21 -0.15 -2.90
H -7.27 -1.16 -4.02
```

Highest occupied orbital energy ... -4.3 eV
Spin multiplicity ... 1
Lowest unoccupied orbital energy ... 0.0581 Ha
Net charge ... -1



Record 4
This record from the OMol25 dataset describes one molecule with the formula C6H18OSi2. The level of theory is the ωB97M-V functional and the def2-TZVPD basis.

Geometry as XYZ:
```
27
Properties=species:S:1:pos:R:3
C -0.49 2.17 -0.28
C 0.95 1.54 -0.03
C 0.91 1.29 1.50
C 1.99 2.55 -0.48
Si 1.19 -0.24 -0.79
Si -1.14 -1.58 -0.27
C -1.65 -2.83 -1.68
C -1.21 -2.55 1.36
O -2.42 -0.46 -0.19
H -0.50 2.67 -1.22
H -1.24 1.41 -0.17
H -0.62 2.92 0.67
H 1.73 0.72 1.86
H -0.10 0.71 1.68
H 0.79 2.23 2.13
H 2.96 2.52 0.06
H 2.29 2.34 -1.46
H 1.66 3.52 -0.34
H 1.32 0.25 -2.17
H 2.48 -0.92 -0.53
H -0.74 -3.16 -2.32
H -2.01 -3.84 -1.05
H -2.52 -2.65 -2.26
H -0.45 -3.35 1.38
H -0.91 -2.02 2.22
H -2.21 -2.80 1.74
H -3.20 -0.66 0.38
```

Relative energy (zero: lowest compared OMol25 entry of this formula, charge and spin) ... 302.0 kJ/mol
Highest occupied orbital energy ... -9.0 eV
Spin multiplicity ... 1
Lowest unoccupied orbital energy ... 0.0224 Ha
Structure (SMILES) ... CC(C)(C)[SiH2][Si](C)(C)O



Record 5
This record from the OMol25 dataset describes a 12-piece molecular cluster, C6H36O12 overall. The level of theory is the ωB97M-V functional and the def2-TZVPD basis.

Geometry as XYZ:
```
54
Properties=species:S:1:pos:R:3
C 12.88 0.96 13.63
C 12.46 0.82 15.12
O 12.12 2.09 15.56
H 12.01 1.04 12.98
H 13.34 0.06 13.21
H 13.65 1.73 13.56
H 13.38 0.53 15.64
H 11.73 0.05 15.37
H 12.14 2.01 16.51
C 15.43 2.64 16.32
C 16.53 3.72 16.39
O 16.70 4.29 15.12
H 15.26 2.20 17.30
H 15.66 1.77 15.71
H 14.50 3.13 16.03
H 17.47 3.35 16.79
H 16.24 4.55 17.04
H 17.58 4.66 15.01
C 13.58 -2.93 15.11
C 13.16 -2.89 13.66
O 14.27 -3.02 12.88
H 13.93 -1.98 15.49
H 14.36 -3.67 15.29
H 12.78 -3.26 15.77
H 12.63 -1.94 13.51
H 12.44 -3.70 13.56
H 14.04 -3.25 11.97
O 16.23 0.17 12.69
H 16.71 0.99 12.65
H 15.80 0.09 11.84
O 12.17 1.96 18.25
H 12.99 1.92 18.75
H 11.91 2.88 18.30
O 10.13 2.92 14.02
H 10.70 3.31 13.35
H 10.73 2.43 14.58
O 14.17 1.92 10.66
H 14.56 1.11 10.35
H 14.87 2.34 11.16
O 10.48 0.05 17.67
H 10.50 -0.33 18.55
H 11.04 0.82 17.74
O 16.04 3.07 12.32
H 16.73 3.73 12.22
H 15.75 3.16 13.23
O 10.02 -2.57 16.32
H 10.70 -2.99 16.85
H 10.04 -1.65 16.58
O 11.27 4.63 17.70
H 11.97 4.71 17.05
H 10.47 4.88 17.23
O 12.15 4.07 12.16
H 12.53 3.29 11.74
H 12.82 4.35 12.79
```

Relative energy (zero: lowest compared OMol25 entry of this formula, charge and spin) ... 198.9 kJ/mol
Highest occupied orbital energy (alpha / beta) ... -12.9 / -12.7 eV
Spin multiplicity ... 2
Lowest unoccupied orbital energy (alpha / beta) ... -0.1088 / -0.3581 Ha
Net charge ... +1



Record 6
This record from the OMol25 dataset describes one molecule with the formula C5H11NO3. The level of theory is the ωB97M-V functional and the def2-TZVPD basis.

Geometry as XYZ:
```
20
Properties=species:S:1:pos:R:3
C -2.13 -0.07 -1.03
O -0.93 -0.69 -0.61
C 0.28 -0.15 -1.12
C 0.99 0.74 -0.10
N 0.33 2.03 0.12
C 1.19 0.11 1.30
C 0.72 -1.30 1.57
O 0.15 -1.60 2.59
O 1.07 -2.24 0.65
H -2.83 -0.09 -0.19
H -2.57 -0.63 -1.87
H -1.97 0.97 -1.32
H 0.11 0.43 -2.03
H 0.93 -0.98 -1.39
H 1.97 0.96 -0.54
H -0.47 1.93 0.72
H 0.02 2.43 -0.77
H 0.67 0.71 2.05
H 2.25 0.15 1.59
H 0.25 -2.70 0.39
```

Relative energy (zero: lowest compared OMol25 entry of this formula, charge and spin) ... 142.0 kJ/mol
Highest occupied orbital energy ... -9.4 eV
Spin multiplicity ... 1
Lowest unoccupied orbital energy ... 0.0271 Ha
Structure (SMILES) ... COC[C@@H](N)CC(=O)O



no.,strongest force on any atom (eV Å⁻¹),total energy (Ha)
1,6.0,-401.58649
2,2.6,-375.14041
3,2.0,-2708.04765
4,4.3,-893.59127
5,3.7,-1152.66408
6,0.6,-477.57139